Entry 1:
C6H12N3 | ωB97M-V/def2-TZVPD

The geometry in XYZ format:
```
21
Properties=species:S:1:pos:R:3:forces:R:3
C -2.162481 1.751041 -0.567313 -0.6 0.7 -0.3
C -2.504883 1.433764 -1.879054 -1.7 0.2 -1.1
C 0.771239 -1.123971 0.749326 0.5 -0.1 1.4
C 2.085875 -1.272538 1.031136 0.9 1.3 1.3
C 0.102041 -0.068110 1.300640 -0.9 0.8 0.1
C 3.023206 -2.250986 0.505017 1.3 -1.6 -3.2
N -1.044965 1.864178 0.071832 -2.0 0.2 2.4
N -0.452943 0.484609 2.299086 0.4 -1.8 -0.3
N -1.644071 0.952456 -2.800691 0.4 -1.2 -1.4
H -3.036619 2.021245 -0.020903 -0.6 0.2 0.7
H -3.612804 1.667177 -2.187928 2.4 -0.9 0.5
H 0.267485 -1.902228 0.258749 -0.9 -0.6 -1.1
H 2.512510 -0.507265 1.738595 -0.2 -0.8 -0.9
H 3.758960 -1.688419 -0.176249 -0.9 -0.5 0.8
H 3.717505 -2.698297 1.231515 -0.6 0.1 0.1
H 2.615750 -3.094005 -0.243016 0.5 1.9 2.0
H -0.223759 1.760906 -0.390849 2.8 -0.4 -2.3
H -0.851385 1.384446 2.124988 -0.4 1.1 -0.2
H -0.691852 -0.031083 3.145857 0.3 0.1 0.1
H -2.025621 0.283183 -3.564638 1.3 2.0 1.8
H -0.603187 1.033896 -2.626100 -2.0 -0.5 -0.5
```
Forces are in eV/Å.

Net charge ... +1
Orbital gap (alpha / beta) ... 8.400 / 5.756 eV
Calculated total energy ... -10875.440 eV
ΔE to the lowest compared entry with this formula, charge and spin ... 5.877 eV
HOMO energy (alpha / beta) ... -12.3 / -10.7 eV

Computed natural (NBO) charges, given in elementary charges:
1. C -0.024
2. C 0.021
3. C -0.405
4. C -0.034
5. C 0.549
6. C -0.693
7. N -0.715
8. N -0.662
9. N -0.766
10. H 0.183
11. H 0.225
12. H 0.276
13. H 0.212
14. H 0.264
15. H 0.265
16. H 0.242
17. H 0.333
18. H 0.467
19. H 0.421
20. H 0.432
21. H 0.408


Entry 2:
C32H60NO21S6 | ωB97M-V/def2-TZVPD

The geometry in XYZ format:
```
120
Properties=species:S:1:pos:R:3:forces:R:3
O 2.608864 -0.469772 6.080239 0.3 0.1 -0.2
C 3.154741 -0.265979 5.036748 0.0 0.0 0.2
O 4.121177 -1.069531 4.554400 -0.4 -0.2 0.1
C 2.849292 0.989330 4.236970 -0.1 0.0 -0.1
C 3.591441 1.359521 3.117132 -0.1 -0.2 0.3
C 3.242719 2.503869 2.455047 0.0 0.0 0.0
N 2.204986 3.234871 2.897200 0.1 -0.1 -0.1
C 1.468961 2.928928 3.987215 0.0 0.0 -0.2
C 0.360054 3.866761 4.320327 -0.3 0.0 -0.2
C -0.600583 3.263176 5.338427 0.0 0.0 0.1
O -0.427550 3.507031 6.508572 0.0 0.0 0.1
C -1.666573 2.362373 4.846635 -0.1 -0.1 -0.1
C -2.425244 1.673493 5.796147 0.0 0.0 -0.1
C -3.430924 0.819670 5.389567 -0.1 0.0 0.0
C -3.694292 0.647609 4.035588 0.1 0.0 0.0
C -2.932091 1.312769 3.085000 -0.2 -0.1 0.0
C -1.923462 2.170104 3.484193 0.1 0.0 0.2
C 1.794485 1.779617 4.677086 0.3 -0.2 0.0
H 4.092759 -1.146330 3.591913 0.3 0.2 -0.1
H 4.422750 0.764922 2.780839 0.3 0.0 -0.2
H 3.760580 2.850090 1.575547 0.0 0.1 -0.1
H 1.951837 4.066272 2.373339 -0.1 0.1 0.0
H -0.176418 4.093872 3.399378 0.1 0.2 -0.1
H 0.766907 4.795511 4.716988 0.0 0.0 0.1
H -2.205264 1.815933 6.843014 0.0 0.0 0.1
H -4.015173 0.281782 6.121199 0.0 0.0 0.1
H -4.486010 -0.014478 3.717404 0.0 -0.1 0.0
H -3.139398 1.158949 2.036958 0.0 0.1 -0.1
H -1.354937 2.688004 2.727011 0.0 0.0 -0.1
H 1.259118 1.477502 5.564634 -0.1 0.1 0.0
O 6.545415 -0.372081 2.429975 -0.3 0.1 0.0
S 7.782906 0.287264 2.764820 0.3 -0.1 0.0
O 7.809775 1.718329 2.751307 -0.2 0.0 0.0
O 8.933544 -0.297241 1.867770 0.0 0.1 0.1
C 8.758742 -0.312863 0.421628 -0.1 -0.1 -0.4
C 8.919234 1.053716 -0.206146 0.0 0.1 0.2
C 8.370087 -0.295233 4.313654 0.0 0.0 0.0
H 7.792735 -0.761489 0.187285 0.0 0.0 0.1
H 9.529766 -0.994082 0.072181 0.0 0.0 0.1
H 8.123386 1.732880 0.095917 0.0 0.0 0.0
H 8.893480 0.954025 -1.290831 0.0 0.0 0.0
H 9.868125 1.502067 0.085745 0.0 0.0 0.0
H 8.354923 -1.381360 4.312330 0.0 0.0 0.0
H 7.698412 0.097412 5.073937 0.0 0.0 0.0
H 9.376254 0.085574 4.464653 0.0 0.0 0.0
O 8.152703 -4.564005 -1.093683 0.1 0.1 0.0
S 6.733326 -4.584819 -1.275322 -0.1 -0.1 0.1
O 6.043128 -3.350461 -1.503726 0.0 0.0 -0.1
O 6.074684 -5.336087 -0.039012 -0.1 0.0 -0.1
C 6.449047 -4.871223 1.277781 0.2 0.1 0.3
C 5.821565 -3.538288 1.624189 -0.1 0.1 -0.1
C 6.288350 -5.744553 -2.516123 0.0 0.0 0.0
H 7.537146 -4.826343 1.339985 0.0 0.0 -0.1
H 6.112713 -5.653405 1.954193 -0.1 -0.1 -0.1
H 6.197660 -2.744645 0.982669 0.0 0.0 0.0
H 6.055323 -3.276674 2.656937 0.0 -0.1 0.0
H 4.738007 -3.579266 1.502039 0.0 0.0 0.0
H 6.800178 -6.682172 -2.320456 0.0 0.0 0.0
H 6.609537 -5.321904 -3.465427 0.0 0.0 0.0
H 5.209564 -5.871374 -2.503112 0.0 0.0 0.0
O -0.629463 5.681666 1.109146 0.1 -0.2 0.1
S -1.964192 5.535277 0.585258 -0.1 0.1 -0.1
O -2.569284 4.238659 0.641390 0.1 -0.1 0.1
O -2.009876 6.104494 -0.879776 -0.1 0.0 0.1
C -1.055715 5.600284 -1.855769 0.3 -0.1 -0.3
C -1.396283 4.219301 -2.366783 -0.1 -0.1 0.2
C -3.032574 6.712861 1.330071 0.0 0.0 0.0
H -0.055887 5.644794 -1.422458 0.0 0.0 0.1
H -1.095307 6.326909 -2.663001 -0.1 0.1 0.1
H -1.315659 3.466600 -1.582819 0.0 0.0 0.0
H -0.720031 3.949848 -3.176568 0.0 0.1 -0.1
H -2.416071 4.193491 -2.747882 0.0 0.0 -0.1
H -2.569564 7.693896 1.276671 0.0 0.0 0.0
H -3.167393 6.406012 2.365049 0.0 0.0 0.0
H -3.983029 6.695000 0.804328 0.0 0.0 0.0
O -1.321800 3.086022 -5.532748 0.1 0.1 0.1
S -1.634655 2.152660 -6.578188 -0.1 -0.1 0.0
O -1.413277 2.537044 -7.936449 0.1 0.1 0.0
O -3.139033 1.682301 -6.391737 0.0 -0.1 0.0
C -4.157113 2.705756 -6.300986 -0.2 0.2 0.1
C -4.476039 3.346830 -7.635140 0.2 0.0 -0.1
C -0.871461 0.603425 -6.271530 0.0 -0.1 0.0
H -3.851036 3.445924 -5.559974 0.1 0.0 0.0
H -5.026167 2.182628 -5.907638 0.0 -0.1 0.0
H -3.631928 3.917510 -8.017411 0.0 0.0 0.0
H -5.324346 4.021862 -7.519631 0.0 0.0 0.0
H -4.725927 2.586651 -8.374709 0.0 0.0 0.0
H -1.064651 0.309608 -5.243997 0.0 0.0 0.0
H 0.194493 0.739805 -6.440904 0.0 0.1 0.0
H -1.276186 -0.128966 -6.965391 0.0 0.0 0.0
O -5.391159 -2.797882 6.487555 0.0 0.1 0.0
S -5.733554 -3.715532 5.441423 -0.1 -0.1 0.0
O -5.537946 -3.318115 4.079335 0.1 0.1 0.0
O -7.225264 -4.199869 5.650246 0.0 -0.1 -0.1
C -8.256693 -3.190866 5.786200 -0.3 0.3 0.1
C -8.613648 -2.526266 4.473907 0.2 -0.1 -0.1
C -4.952518 -5.265399 5.713957 0.0 0.0 0.0
H -7.943524 -2.465216 6.537641 0.1 0.0 0.0
H -9.108455 -3.735342 6.186279 0.1 -0.1 0.0
H -7.786408 -1.934544 4.085789 0.0 0.0 0.0
H -9.468169 -1.866607 4.624345 0.0 0.0 0.0
H -8.870543 -3.272917 3.723256 -0.1 0.0 0.0
H -5.120001 -5.567621 6.743518 0.0 0.0 0.0
H -3.891982 -5.117411 5.524025 0.0 0.0 0.0
H -5.365055 -5.989317 5.016937 0.0 0.0 0.0
O -2.395670 -2.385469 -6.763496 0.1 0.1 0.0
S -2.716636 -3.251946 -7.861353 -0.2 -0.1 0.0
O -2.449991 -2.808974 -9.193349 0.1 0.0 0.0
O -4.232190 -3.688498 -7.728131 0.0 -0.1 -0.1
C -5.224435 -2.640050 -7.593620 -0.3 0.3 0.1
C -5.494978 -1.908264 -8.890899 0.2 -0.1 -0.1
C -1.997338 -4.835953 -7.616439 0.0 0.0 0.0
H -4.911269 -1.957976 -6.801914 0.1 0.0 0.0
H -6.115113 -3.161194 -7.250629 0.1 -0.1 0.0
H -4.626947 -1.339525 -9.219731 0.0 0.0 0.0
H -6.325743 -1.216825 -8.748629 0.0 0.0 0.0
H -5.751964 -2.611914 -9.681890 -0.1 0.0 0.0
H -2.218139 -5.173155 -6.607962 0.0 0.0 0.0
H -0.925622 -4.715705 -7.757328 0.0 0.0 0.0
H -2.402062 -5.517371 -8.359339 0.0 0.0 0.0
```
Forces are in eV/Å.

Net charge ... +1
Orbital gap ... 7.416 eV
Calculated total energy ... -143648.832 eV
ΔE to the lowest compared entry with this formula, charge and spin ... 0.000 eV
HOMO energy ... -11.7 eV

Atom charges from the Löwdin analysis, given in e for atoms 1 to 99:
1. O 0.178
2. C -0.445
3. O 0.131
4. C -0.039
5. C 0.051
6. C 0.019
7. N 0.167
8. C -0.142
9. C -0.026
10. C -0.367
11. O 0.121
12. C -0.155
13. C -0.002
14. C -0.047
15. C -0.046
16. C -0.057
17. C -0.025
18. C 0.112
19. H 0.109
20. H 0.102
21. H 0.152
22. H 0.187
23. H 0.104
24. H 0.152
25. H 0.123
26. H 0.111
27. H 0.110
28. H 0.111
29. H 0.093
30. H 0.148
31. O -0.308
32. S 0.559
33. O -0.274
34. O -0.253
35. C -0.224
36. C -0.065
37. C -0.108
38. H 0.109
39. H 0.129
40. H 0.069
41. H 0.087
42. H 0.089
43. H 0.078
44. H 0.079
45. H 0.082
46. O -0.274
47. S 0.563
48. O -0.284
49. O -0.260
50. C -0.241
51. C -0.079
52. C -0.117
53. H 0.116
54. H 0.124
55. H 0.051
56. H 0.077
57. H 0.087
58. H 0.078
59. H 0.080
60. H 0.077
61. O -0.311
62. S 0.554
63. O -0.281
64. O -0.254
65. C -0.227
66. C -0.069
67. C -0.112
68. H 0.112
69. H 0.127
70. H 0.071
71. H 0.070
72. H 0.087
73. H 0.080
74. H 0.079
75. H 0.082
76. O -0.293
77. S 0.569
78. O -0.265
79. O -0.263
80. C -0.249
81. C -0.069
82. C -0.118
83. H 0.108
84. H 0.120
85. H 0.072
86. H 0.083
87. H 0.084
88. H 0.078
89. H 0.080
90. H 0.055
91. O -0.284
92. S 0.555
93. O -0.285
94. O -0.263
95. C -0.241
96. C -0.071
97. C -0.119
98. H 0.115
99. H 0.123


Entry 3:
C6H14 | ωB97M-V/def2-TZVPD

The geometry in XYZ format:
```
20
Properties=species:S:1:pos:R:3:forces:R:3
C 1.942927 0.464581 0.085951 -0.1 0.0 0.0
C 0.616395 0.421777 -0.026682 0.1 0.0 0.0
C -0.234445 1.633706 0.260674 0.0 0.0 0.0
C -0.080749 -0.840286 -0.505238 0.0 0.0 0.0
C -1.231150 -1.280012 0.408065 0.0 0.0 0.0
C -0.570064 -0.664722 -1.947990 0.0 0.0 -0.1
H 2.562138 -0.402667 -0.134583 -0.1 0.1 0.0
H 2.461799 1.367878 0.400725 -0.1 -0.1 0.0
H -0.699650 2.018475 -0.656002 0.1 -0.1 0.1
H 0.364382 2.438821 0.696760 -0.1 -0.1 -0.1
H -1.047378 1.404252 0.960071 0.1 0.0 -0.1
H 0.670868 -1.641173 -0.501282 -0.1 0.1 0.0
H -2.052009 -0.552824 0.401797 0.1 -0.1 0.0
H -0.899092 -1.408564 1.444980 0.0 0.0 -0.2
H -1.641971 -2.236605 0.065204 0.1 0.1 0.0
H 0.254452 -0.354262 -2.598614 -0.1 -0.1 0.1
H -0.983574 -1.601965 -2.337150 0.0 0.1 0.1
H -1.356518 0.097176 -2.009328 0.1 -0.1 0.0
H 1.187762 0.797631 3.179887 0.0 0.0 0.1
H 0.735876 0.338785 2.812755 0.0 0.0 0.0
```
Forces are in eV/Å.

Orbital gap ... 10.405 eV
Calculated total energy ... -6447.840 eV
ΔE to the lowest compared entry with this formula, charge and spin ... 1.569 eV
SMILES string ... C=C(C)C(C)C.[H][H]
HOMO energy ... -9.3 eV

Computed natural (NBO) charges, given in elementary charges:
1. C -0.413
2. C 0.046
3. C -0.659
4. C -0.259
5. C -0.604
6. C -0.600
7. H 0.194
8. H 0.193
9. H 0.218
10. H 0.219
11. H 0.215
12. H 0.202
13. H 0.202
14. H 0.211
15. H 0.212
16. H 0.214
17. H 0.209
18. H 0.200
19. H 0.001
20. H -0.002